Record 1
{"formula": "C2H3AgFO", "method": "ωB97M-V/def2-TZVPD", "charge": 1, "orbital_gap_ev": 7.5, "lumo_energy_ev": -6.30, "largest_force_ev_per_a": 2.57, "e_above_lowest_ev": 0.150, "energy_ha": -399.67493, "species": ["C", "C", "F", "H", "H", "Ag", "O", "H"], "positions_angstrom": [[2.43383, -0.37829, 1.07803], [1.90335, -1.47406, 0.99149], [2.58879, 0.87472, 0.90969], [1.80028, -2.54544, 0.93497], [-0.36336, -1.55339, -0.52021], [-0.34846, 0.57472, -2.63697], [-0.43240, -1.40359, -1.50924], [-0.51241, -2.27509, -1.90974]], "nbo_charge": [0.4479, -0.4519, -0.2510, 0.2572, 0.5354, 0.9833, -1.0399, 0.5188]}

Record 2
{"formula": "C26H34F9IN2O9P", "method": "ωB97M-V/def2-TZVPD", "charge": 1, "orbital_gap_ev": 7.9, "lumo_energy_ev": -4.67, "largest_force_ev_per_a": 0.75, "energy_ha": -3335.42324, "species": ["C", "C", "C", "C", "C", "C", "C", "O", "C", "N", "C", "N", "P", "C", "O", "C", "C", "C", "O", "I", "C", "C", "F", "F", "C", "F", "F", "C", "F", "F", "C", "F", "F", "F", "H", "H", "H", "H", "H", "H", "H", "H", "H", "H", "H", "H", "H", "H", "H", "H", "H", "H", "C", "C", "O", "C", "O", "O", "C", "H", "H", "H", "H", "H", "H", "H", "H", "C", "C", "O", "C", "O", "O", "C", "H", "H", "H", "H", "H", "H", "H", "H"], "positions_angstrom": [[-2.21136, -3.78651, 1.42234], [-2.27288, -2.63435, 0.40603], [-3.44500, -1.69088, 0.78052], [-0.90257, -1.90248, 0.41216], [-0.26588, -1.75274, -1.00821], [0.32649, -0.39085, -1.21142], [-0.57396, 0.67722, -1.17607], [-1.94281, 0.46524, -1.01247], [-2.55530, 0.07759, -2.10953], [-3.09477, -0.24136, -3.07080], [-0.17184, 1.96995, -1.26801], [1.12992, 2.27683, -1.37156], [1.54078, 4.08154, -1.35580], [0.18930, 4.60662, -2.45386], [0.84963, 4.35650, 0.09564], [2.08374, 1.29934, -1.43777], [3.50927, 1.79635, -1.48644], [4.16765, 1.84917, -2.85925], [5.19962, 1.34236, -3.10786], [3.16365, 3.02235, -4.35513], [1.68090, -0.05959, -1.40980], [2.66383, -1.24050, -1.52759], [2.42390, -2.07343, -0.48661], [3.95319, -0.86146, -1.43271], [2.60247, -2.12823, -2.82234], [1.40525, -2.73784, -2.92178], [3.54229, -3.07217, -2.65976], [2.87934, -1.38699, -4.15888], [2.25900, -0.17865, -4.12425], [4.19677, -1.20876, -4.28923], [2.36549, -2.15517, -5.41542], [2.72053, -3.43131, -5.36149], [2.91053, -1.59026, -6.48744], [1.04089, -2.05866, -5.50757], [-2.06436, -3.36403, 2.41971], [-3.13868, -4.35983, 1.41852], [-1.37353, -4.45241, 1.20469], [-2.43849, -3.04424, -0.59311], [-3.08062, -0.72400, 1.13714], [-4.08664, -1.49466, -0.08172], [-4.04745, -2.12279, 1.57890], [-0.19511, -2.48789, 1.00476], [-0.98479, -0.93642, 0.91436], [0.45904, -2.54586, -1.11442], [-1.03562, -1.89902, -1.77286], [-0.89844, 2.76950, -1.19877], [0.55667, 5.49644, -2.96807], [-0.01196, 3.85132, -3.21558], [-0.72811, 4.83573, -1.91078], [1.42668, 4.89896, 0.64926], [4.13884, 1.22040, -0.81733], [3.54681, 2.82374, -1.11361], [-4.15781, 2.95658, -0.97732], [-4.72626, 2.27851, 0.25042], [-4.50604, 3.05395, 1.43484], [-5.34569, 4.08498, 1.59836], [-6.24238, 4.38117, 0.85470], [-5.01318, 4.71352, 2.71976], [-5.81296, 5.86730, 3.01462], [-3.10289, 3.20036, -0.81823], [-4.24702, 2.30630, -1.84919], [-4.68486, 3.88473, -1.19168], [-4.22014, 1.33284, 0.44247], [-5.78921, 2.07373, 0.13018], [-6.87043, 5.61569, 3.00303], [-5.61316, 6.65777, 2.29362], [-5.51648, 6.18754, 4.00817], [3.79808, -3.65162, 2.02891], [3.97309, -2.39343, 2.84943], [2.94570, -2.25226, 3.84110], [3.11644, -2.99507, 4.94129], [4.04834, -3.72115, 5.16040], [2.07917, -2.78347, 5.74613], [2.10583, -3.54692, 6.95999], [2.79431, -3.68741, 1.60232], [4.52461, -3.67490, 1.21604], [3.93701, -4.54346, 2.63747], [3.86916, -1.50846, 2.22111], [4.95329, -2.35754, 3.32337], [3.04756, -3.40433, 7.48409], [1.96028, -4.60345, 6.74318], [1.28332, -3.17529, 7.56271]], "lowdin_charge": [-0.0772, -0.3887, -0.0620, -0.1205, -0.0888, -0.0105, -0.1357, 0.0639, -0.3162, 0.2300, 0.0213, -0.0817, 0.9240, -0.2575, -0.2562, -0.1328, -0.1502, -0.8105, 0.0703, 0.9583, 0.0632, -0.3521, 0.1363, 0.1483, -0.3377, 0.1524, 0.1827, -0.3303, 0.1016, 0.1810, -0.5557, 0.2089, 0.2010, 0.1904, 0.0902, 0.0838, 0.0793, 0.1287, 0.0606, 0.0745, 0.0799, 0.1120, 0.1133, 0.1039, 0.1290, 0.1241, 0.0518, 0.0425, 0.0552, 0.0731, 0.1348, 0.0673, -0.0549, -0.2012, 0.0362, -0.6112, 0.1320, 0.0082, -0.0266, 0.0581, 0.0748, 0.0841, 0.1009, 0.1324, 0.0987, 0.0989, 0.0952, -0.0644, -0.2157, 0.0277, -0.6129, 0.1325, 0.0046, -0.0287, 0.0660, 0.0825, 0.0812, 0.1107, 0.1260, 0.0977, 0.0998, 0.0943]}

Record 3
{"formula": "C45H45N2OP2S2Zr", "method": "ωB97M-V/def2-TZVPD", "charge": 1, "orbital_gap_ev": 7.0, "lumo_energy_ev": -2.74, "largest_force_ev_per_a": 2.70, "e_above_lowest_ev": 0.774, "energy_ha": -3452.55368, "species": ["Zr", "C", "N", "P", "C", "C", "C", "C", "C", "C", "C", "C", "C", "C", "C", "C", "P", "C", "C", "C", "C", "C", "C", "C", "C", "C", "C", "C", "C", "H", "H", "H", "H", "H", "H", "H", "H", "H", "H", "H", "H", "H", "H", "H", "H", "H", "H", "H", "H", "H", "H", "H", "O", "S", "C", "C", "C", "C", "C", "C", "C", "C", "C", "C", "C", "C", "C", "C", "H", "H", "H", "H", "H", "H", "H", "H", "H", "H", "H", "H", "H", "H", "C", "C", "C", "C", "C", "C", "N", "H", "H", "H", "H", "H", "H", "H", "H", "S"], "positions_angstrom": [[-0.22254, -0.34377, -0.47260], [-3.13117, 1.16698, 1.82779], [-1.70842, 1.21561, 2.25029], [-0.91004, -0.35721, 2.29392], [0.34080, -0.06369, 3.61349], [0.00496, 0.71900, 4.71660], [0.88041, 0.82958, 5.78220], [2.09213, 0.14961, 5.76212], [2.42382, -0.63815, 4.67200], [1.54947, -0.75005, 3.59610], [-1.93624, -1.42969, 3.35944], [-2.92271, -1.01921, 4.25062], [-3.55456, -1.95430, 5.05747], [-3.20498, -3.29652, 4.98994], [-2.19132, -3.70452, 4.13389], [-1.55441, -2.77245, 3.33061], [-0.83017, 2.12692, 1.01309], [-1.36752, 3.82881, 1.36452], [-1.08305, 4.79718, 0.40444], [-1.34643, 6.13305, 0.66551], [-1.90029, 6.50315, 1.88300], [-2.21139, 5.53581, 2.83023], [-1.94640, 4.19901, 2.57418], [0.87260, 2.19721, 1.68794], [1.84702, 1.45505, 1.02317], [3.17254, 1.48880, 1.41704], [3.53505, 2.27006, 2.49980], [2.57460, 3.01412, 3.17648], [1.25443, 2.99240, 2.76519], [-3.74268, 0.71278, 2.60218], [-3.28926, 0.61187, 0.89839], [-3.48830, 2.18519, 1.67211], [-0.94402, 1.24188, 4.73377], [0.61627, 1.44408, 6.63407], [2.77057, 0.22482, 6.60250], [3.36603, -1.17163, 4.65483], [1.80468, -1.36720, 2.74482], [-3.18598, 0.02592, 4.34980], [-4.32018, -1.63281, 5.75194], [-3.70574, -4.01921, 5.62122], [-1.89326, -4.74479, 4.09272], [-0.73167, -3.07478, 2.69237], [-0.64017, 4.50891, -0.54383], [-1.11426, 6.88496, -0.07699], [-2.09320, 7.54713, 2.09369], [-2.65274, 5.82524, 3.77496], [-2.17667, 3.44198, 3.31447], [1.56988, 0.83014, 0.18172], [3.91806, 0.91593, 0.88093], [4.57017, 2.30245, 2.81511], [2.86224, 3.61621, 4.02901], [0.51963, 3.59016, 3.28783], [-2.20942, -0.97655, -0.53445], [-3.54639, -1.65133, -0.93006], [-3.92106, -2.82138, 0.43680], [-3.25559, -4.16916, 0.42706], [-1.87839, -4.30287, 0.28956], [-1.28710, -5.55578, 0.29135], [-2.07006, -6.69154, 0.45329], [-3.44506, -6.56694, 0.58831], [-4.03787, -5.31221, 0.55919], [-3.21125, -2.79420, -2.33203], [-2.08460, -2.33536, -3.20513], [-0.87510, -3.02080, -3.20937], [0.08624, -2.71658, -4.16477], [-0.13331, -1.70064, -5.08008], [-1.31184, -0.96389, -5.03178], [-2.28399, -1.28333, -4.10091], [-5.00653, -2.93187, 0.39166], [-3.66162, -2.24201, 1.32856], [-1.24788, -3.43305, 0.17103], [-0.21292, -5.62938, 0.16837], [-1.61093, -7.67172, 0.47360], [-4.05953, -7.44947, 0.71064], [-5.11517, -5.22283, 0.64930], [-4.14643, -2.78634, -2.89451], [-3.02845, -3.78097, -1.91806], [-0.71723, -3.85457, -2.53708], [0.99535, -3.30163, -4.20785], [0.60066, -1.49189, -5.84690], [-1.48334, -0.16401, -5.73932], [-3.22897, -0.74840, -4.09734], [2.98233, -0.24980, -2.12673], [1.85582, 0.55995, -2.68257], [1.87689, 1.36317, -3.78385], [0.57655, 1.93419, -3.93271], [-0.19176, 1.45955, -2.91462], [-1.62781, 1.77931, -2.60865], [0.57429, 0.60083, -2.11572], [3.82806, -0.18794, -2.81104], [2.70307, -1.29301, -2.00203], [3.31501, 0.11403, -1.15344], [2.72216, 1.52561, -4.43542], [0.25478, 2.60619, -4.71404], [-2.17176, 1.93934, -3.53923], [-1.72434, 2.69201, -2.01589], [-2.13225, 0.97618, -2.06717], [1.17122, -2.08083, 0.19082]], "lowdin_charge": [1.0320, -0.1740, -0.4935, 0.9567, -0.3510, -0.1025, -0.0721, -0.0747, -0.0664, -0.0993, -0.3469, -0.0947, -0.0645, -0.0662, -0.0600, -0.1050, 1.0000, -0.3683, -0.0893, -0.0648, -0.0650, -0.0636, -0.1080, -0.3651, -0.1497, -0.0539, -0.0499, -0.0492, -0.0687, 0.0625, 0.0432, 0.0753, 0.0972, 0.1081, 0.1075, 0.1103, 0.0380, 0.0958, 0.1104, 0.1097, 0.1138, 0.0916, 0.1045, 0.1113, 0.1107, 0.1104, 0.1015, -0.0083, 0.1107, 0.1151, 0.1152, 0.1088, -0.7665, 1.0790, -0.2397, -0.2980, -0.0927, -0.0553, -0.0646, -0.0632, -0.0352, -0.2342, -0.2975, -0.0419, -0.0553, -0.0575, -0.0640, -0.0556, 0.1020, 0.0867, 0.0307, 0.1142, 0.1105, 0.1106, 0.1171, 0.1104, 0.0880, 0.1118, 0.1151, 0.1146, 0.1151, 0.1213, -0.0679, -0.3594, -0.0496, -0.0580, -0.3852, -0.0612, -0.1585, 0.0847, 0.0195, 0.0450, 0.1056, 0.1067, 0.0855, 0.0554, 0.0288, 0.0368]}

Record 4
{"formula": "C39H49BClN8ORu", "method": "ωB97M-V/def2-TZVPD", "orbital_gap_ev": [6.7, 7.1], "lumo_energy_ev": [-1.40, -0.91], "spin_multiplicity": 2, "largest_force_ev_per_a": 4.07, "s_squared": 0.858, "energy_ha": -2608.80472, "species": ["Ru", "C", "C", "C", "C", "N", "N", "B", "N", "N", "C", "C", "C", "C", "C", "C", "C", "C", "C", "C", "N", "N", "C", "C", "C", "C", "C", "C", "C", "C", "C", "C", "C", "C", "C", "C", "C", "C", "H", "H", "H", "H", "H", "H", "H", "H", "H", "H", "H", "H", "H", "H", "H", "H", "H", "H", "H", "H", "H", "H", "H", "H", "H", "H", "H", "H", "C", "C", "C", "O", "H", "H", "H", "H", "H", "H", "H", "C", "C", "N", "C", "C", "C", "C", "N", "H", "H", "H", "H", "H", "H", "H", "H", "H", "H", "H", "H", "H", "H", "Cl"], "positions_angstrom": [[0.39024, -0.16340, -0.22701], [3.05644, 1.89190, 4.49919], [2.06514, 1.05470, 3.77009], [1.05144, 0.30500, 4.32659], [0.39874, -0.31820, 3.24799], [1.01024, 0.05500, 2.11769], [2.01274, 0.88360, 2.42959], [2.93314, 1.55190, 1.38549], [3.54514, 0.50210, 0.44739], [2.83614, -0.16490, -0.46711], [3.67624, -0.92510, -1.17281], [4.98044, -0.72260, -0.69131], [4.85434, 0.19080, 0.33339], [5.93584, 0.74770, 1.18859], [3.27214, -1.80000, -2.25991], [4.16004, -2.75470, -2.75781], [3.77564, -3.61210, -3.76891], [2.50944, -3.51710, -4.32071], [1.62894, -2.55360, -3.85411], [2.00244, -1.71020, -2.82701], [2.12564, 2.52120, 0.49959], [1.28534, 2.08540, -0.43911], [0.83834, 3.13980, -1.12001], [1.43094, 4.30301, -0.59921], [2.24334, 3.86560, 0.42739], [3.08794, 4.68350, 1.33859], [-0.12496, 3.03770, -2.20091], [-0.32396, 1.83240, -2.86941], [-1.25756, 1.73900, -3.88531], [-1.99596, 2.85140, -4.25681], [-1.79766, 4.05660, -3.60321], [-0.87566, 4.15020, -2.58001], [-0.75816, -1.20430, 3.33499], [-1.46856, -1.59090, 2.19959], [-2.57846, -2.40570, 2.30299], [-3.02726, -2.82940, 3.54179], [-2.33646, -2.45030, 4.68079], [-1.20796, -1.65810, 4.57859], [2.89314, 1.79670, 5.57089], [2.96504, 2.94380, 4.23389], [4.07084, 1.57010, 4.27369], [0.81524, 0.24560, 5.36959], [3.78774, 2.14470, 1.94269], [5.88954, -1.16170, -1.05061], [6.88594, 0.30630, 0.89879], [5.75314, 0.51490, 2.23579], [6.00884, 1.82930, 1.08159], [5.15304, -2.83590, -2.34331], [4.46624, -4.36159, -4.12801], [2.20914, -4.19419, -5.10691], [0.64804, -2.46160, -4.29721], [1.30274, -0.96420, -2.43871], [1.30704, 5.31170, -0.94131], [2.99644, 5.73560, 1.08009], [4.13494, 4.39580, 1.26619], [2.77414, 4.55250, 2.37289], [0.28124, 0.96960, -2.58841], [-1.41406, 0.79620, -4.38921], [-2.72676, 2.78170, -5.04971], [-2.37316, 4.92581, -3.88791], [-0.74156, 5.08750, -2.06281], [-1.15886, -1.23870, 1.22099], [-3.09736, -2.71060, 1.40829], [-3.90606, -3.45330, 3.62049], [-2.68316, -2.77370, 5.65289], [-0.66776, -1.39740, 5.47519], [-2.99916, 1.56240, 2.16919], [-1.63226, 1.93600, 1.55849], [-1.67916, 3.41470, 1.13119], [-1.33086, 1.12650, 0.51619], [-3.17406, 2.14820, 3.06749], [-3.03826, 0.50640, 2.41969], [-3.77986, 1.77220, 1.44299], [-0.87116, 1.84920, 2.36099], [-2.39016, 3.52020, 0.31529], [-0.70226, 3.72700, 0.78229], [-1.97686, 4.03860, 1.96929], [-1.69916, -4.45580, -1.11851], [-1.90346, -3.28650, -2.06831], [-3.04546, -2.46020, -1.71471], [-4.36506, -3.05360, -1.84231], [-4.97066, -3.57320, -0.53231], [-2.86116, -1.14150, -1.49581], [-4.08216, -0.28030, -1.26551], [-1.69426, -0.59260, -1.55621], [-0.86296, -5.05380, -1.46641], [-2.58006, -5.09040, -1.07501], [-1.45986, -4.08780, -0.12641], [-2.03806, -3.66100, -3.09001], [-1.02316, -2.64260, -2.03921], [-4.28326, -3.89290, -2.53781], [-5.05756, -2.32960, -2.28371], [-4.36216, -4.36159, -0.09841], [-5.96216, -3.98140, -0.72091], [-5.07126, -2.77610, 0.19899], [-4.53316, -0.03200, -2.22691], [-3.77976, 0.64530, -0.77901], [-4.82776, -0.76660, -0.64471], [-1.76896, 0.41810, -1.42431], [0.87804, -2.56860, 0.00459]], "lowdin_charge": [1.1427, -0.0163, -0.2612, 0.0321, -0.2289, 0.0751, 0.0358, -0.4989, 0.0300, 0.0375, -0.2475, 0.0382, -0.2583, -0.0189, -0.1940, -0.0268, -0.0841, -0.0890, -0.0830, -0.1043, 0.0402, 0.0590, -0.2554, 0.0249, -0.2583, -0.0134, -0.1649, -0.0644, -0.0836, -0.0882, -0.0812, -0.0286, -0.1546, -0.0901, -0.0767, -0.0840, -0.0838, -0.0258, 0.0833, 0.0733, 0.0782, 0.1054, 0.1087, 0.1060, 0.0819, 0.0818, 0.0809, 0.1041, 0.1015, 0.0992, 0.1007, 0.0406, 0.1110, 0.0833, 0.0804, 0.0765, 0.0676, 0.1043, 0.0996, 0.1025, 0.1092, 0.0122, 0.0756, 0.1001, 0.1010, 0.1018, -0.0411, -0.5768, -0.0382, -0.2910, 0.0760, 0.0568, 0.0670, 0.1243, 0.0781, 0.0473, 0.0767, -0.0990, -0.2259, -0.0801, -0.2064, -0.0753, -0.4036, 0.0171, 0.0681, 0.0752, 0.0581, 0.0308, 0.1216, 0.0474, 0.1222, 0.1107, 0.0602, 0.0763, 0.0569, 0.0939, 0.0725, 0.0723, 0.0103, 0.0958]}

Record 5
{"formula": "C4H6O2", "method": "ωB97M-V/def2-TZVPD", "orbital_gap_ev": 10.4, "lumo_energy_ev": 0.53, "smiles": "CC(=O)CC=O", "largest_force_ev_per_a": 3.10, "e_above_lowest_ev": 2.162, "energy_ha": -306.42685, "species": ["C", "C", "O", "C", "C", "O", "H", "H", "H", "H", "H", "H"], "positions_angstrom": [[1.57156, 0.39772, -0.49240], [0.30903, 0.60279, 0.27078], [-0.06190, 1.66270, 0.73597], [-0.48154, -0.63122, 0.45748], [-1.95676, -0.42163, 0.05746], [-2.63721, -1.29736, -0.42215], [1.91482, -0.64252, -0.52527], [2.33153, 1.06312, -0.09946], [1.26790, 0.69488, -1.50041], [-0.14043, -1.57308, 0.02280], [0.19532, -0.48166, 1.43649], [-2.31233, 0.62626, 0.05872]], "nbo_charge": [-0.7110, 0.5461, -0.5667, -0.6113, 0.4370, -0.5033, 0.2249, 0.2391, 0.2512, 0.2440, 0.3087, 0.1414]}